The following is a quantum chemistry calculation of C41H65CsN5O4PSe as an isolated structure at a distorted geometry, from the OMol25 dataset.

```
118
Properties=species:S:1:pos:R:3:forces:R:3:lowdin_charge:R:1
C 3.4992 -4.3607 0.2004 -0.13 -0.16 -0.26 -0.11
C 0.1304 -6.3347 -1.9225 0.05 0.12 0.04 -0.13
H -0.2213 -6.7282 -0.9677 0.01 0.01 -0.05 0.07
H -2.2873 6.9781 1.8010 -0.04 0.05 -0.02 0.08
C -0.1987 -4.3565 2.0546 -0.19 -0.15 -0.01 -0.10
H -3.7485 -2.7097 4.5663 -0.01 0.01 -0.02 0.10
H 4.2987 -5.0514 -0.0917 -0.05 -0.01 -0.02 0.07
H -0.6368 5.4709 0.8216 -0.01 0.03 -0.02 0.09
C -3.7488 -2.0837 2.5105 -0.02 -0.06 0.02 -0.05
C 2.2245 4.6628 0.4449 0.01 0.04 -0.09 -0.09
C 3.3798 5.2165 -0.1142 0.09 -0.04 -0.03 -0.20
H -5.5078 4.4164 -2.4361 0.01 -0.09 -0.01 0.07
C -3.8110 3.1065 -2.8909 0.03 -0.01 0.09 -0.53
H 1.5453 -4.7118 -3.5554 0.00 0.00 0.01 0.08
H -4.1371 -2.1712 -0.0693 -0.10 -0.07 -0.01 0.11
H 1.0578 -6.8606 -2.1946 -0.01 0.00 0.00 0.08
C 4.0540 4.4265 -1.0419 -0.08 0.04 0.03 -0.02
H -1.1661 9.0536 -0.3112 0.02 -0.04 0.01 0.08
H -4.5598 -2.7390 2.2143 -0.01 0.02 -0.03 0.10
C 4.1226 6.6087 1.8316 -0.02 -0.01 0.01 -0.06
H -2.3824 -5.3112 0.5396 0.02 0.00 0.05 0.08
H -5.5818 2.8200 -1.6730 0.00 0.04 -0.04 0.08
H -3.0110 8.5286 1.3140 0.00 -0.08 -0.03 0.07
N -0.3748 -4.6864 0.6331 0.17 0.44 -0.09 -0.29
H 3.0428 1.0943 -3.3026 0.02 -0.03 0.03 0.08
H -0.6692 -3.3991 2.2992 -0.01 0.02 -0.05 0.08
C -2.2274 -1.2499 4.1481 -0.02 0.04 0.04 -0.07
C -2.2237 5.7550 -0.6245 0.00 -0.03 0.07 -0.20
O 2.1099 1.3442 -0.9874 1.27 1.75 -1.30 -0.54
H -2.5955 1.3592 -3.3728 -0.07 0.00 0.02 0.09
H 5.9584 6.3460 -0.1785 -0.04 0.04 -0.03 0.08
C -2.9923 5.0539 -1.5485 0.00 -0.05 -0.06 -0.03
H -3.9302 1.0018 -2.2996 0.00 0.02 -0.05 0.07
C -1.2946 4.9990 0.0989 -0.08 -0.04 -0.20 -0.09
H -4.3594 7.4623 -1.2697 0.05 0.03 -0.01 0.08
H 4.4703 7.5938 2.1697 -0.03 -0.05 -0.03 0.07
C -3.4490 3.8262 -4.2031 0.01 0.06 0.02 -0.07
C -2.3906 7.2495 -0.3552 0.03 0.01 0.04 -0.56
H 1.8373 7.4141 0.5332 0.11 0.03 -0.06 0.06
H -5.9249 2.9895 -3.4100 0.02 0.02 0.05 0.07
C 4.5522 2.4387 -2.4801 -0.02 0.02 0.04 -0.53
C 5.1360 7.0355 -0.3909 0.02 -0.01 -0.06 -0.08
C -1.7550 -4.4887 0.1781 0.07 -0.09 0.12 -0.09
C -2.9356 3.6750 -1.7494 0.04 -0.09 -0.04 -0.09
C -2.0804 2.8705 -0.9101 -0.14 -0.02 -0.01 -0.41
H 4.7280 0.6900 -3.7196 -0.02 0.03 0.03 0.07
H 3.0877 8.6534 0.3013 -0.02 -0.07 0.00 0.08
H -2.3870 3.6834 -4.4185 -0.05 0.01 -0.02 0.09
C 2.7654 7.6466 0.0047 0.00 -0.01 0.00 -0.06
C 3.8515 6.6051 0.3173 -0.06 0.02 0.05 -0.56
Se 0.1808 2.6495 0.8508 -0.10 0.70 0.30 1.01
H 0.8541 -3.2045 -2.9176 -0.01 0.00 0.01 0.07
H -2.2603 -0.2062 -0.8945 -0.37 -0.06 0.30 0.05
H 6.6040 1.7093 -2.6346 -0.04 0.05 0.03 0.07
C -3.6372 1.6038 -3.1573 0.07 0.04 0.06 -0.07
H 6.4537 3.2312 -1.7326 -0.02 -0.06 0.02 0.07
O 1.1342 -2.7794 -0.6149 0.15 -2.51 -0.91 -0.66
H -0.8260 0.1864 3.3508 -0.06 -0.07 -0.02 0.11
H 2.5443 7.6516 -1.0669 -0.01 0.01 0.08 0.09
C -3.1281 -1.2665 1.5689 0.09 0.08 -0.01 -0.27
H 5.4299 8.0323 -0.0455 -0.01 -0.03 -0.01 0.07
H -2.1639 -3.5504 0.5586 0.06 0.01 -0.01 0.06
H 3.6756 -3.9923 1.2090 -0.06 0.02 0.13 0.03
C -1.6699 -0.4686 3.1453 0.00 0.04 -0.14 -0.12
H 4.9431 4.8389 -1.5057 0.02 -0.03 0.00 0.08
C 0.6580 -4.2593 -3.0901 -0.03 -0.08 0.12 -0.11
C -3.2935 -2.0705 3.8178 0.02 -0.03 0.03 -0.09
C -3.6046 -1.2374 0.1272 0.03 0.19 -0.01 -0.24
P 0.8586 -4.2156 -0.3931 -0.16 -0.74 -0.38 0.54
H -4.2553 1.3251 -4.0225 0.04 0.05 0.04 0.07
N -2.1126 -0.4703 1.8891 0.18 -0.06 0.05 0.14
H -3.9326 7.0106 1.1616 0.07 0.03 0.00 0.08
H -1.8310 -1.2161 5.1544 0.03 -0.01 -0.03 0.10
H 5.9415 1.7108 -0.9844 0.03 0.01 -0.04 0.09
C 4.6101 3.3094 -3.7491 -0.02 0.01 0.02 -0.07
H 4.9936 7.0824 -1.4753 0.03 -0.02 0.08 0.08
H 0.8471 -4.2619 2.3243 0.19 0.04 0.00 0.02
H 4.8849 5.8640 2.0784 -0.04 0.05 0.00 0.09
N 2.6773 -2.9858 3.1043 0.09 -0.46 0.16 -0.19
H -0.6075 7.8168 -1.4646 -0.01 0.01 0.07 0.09
H -0.6570 -5.1360 2.6751 -0.02 0.02 -0.06 0.08
H -0.3275 7.6028 0.2642 -0.06 0.02 -0.07 0.05
C 4.0632 1.0524 -2.9237 -0.01 0.07 0.03 -0.07
H -3.6886 5.6157 -2.1637 0.02 -0.05 0.03 0.08
H -0.6240 -6.5571 -2.6839 0.00 -0.02 0.00 0.08
H -4.0338 3.4209 -5.0377 0.01 0.01 0.04 0.07
C 1.7914 3.4069 0.0889 -0.23 -0.17 0.07 -0.39
C -5.2978 3.3525 -2.5851 -0.01 0.00 0.02 -0.06
H 3.2162 6.3547 2.3879 0.09 0.02 -0.03 0.08
C -1.0412 7.9759 -0.4731 -0.02 -0.06 0.00 -0.06
H -4.3358 -0.4219 0.0359 0.05 0.06 -0.03 0.13
H 2.4680 -5.9975 1.9722 -0.01 0.02 -0.02 0.08
C 3.6712 3.1391 -1.4201 -0.01 -0.08 -0.03 -0.09
H 5.0198 4.3022 -3.5465 -0.02 -0.05 -0.02 0.06
C 2.1331 -6.2389 0.9568 0.08 0.09 -0.03 -0.13
Cs 1.0849 -0.4850 0.2042 -1.21 0.45 1.84 1.20
C -3.3599 7.9006 -1.3406 -0.02 0.07 -0.07 -0.08
H -3.0050 7.7876 -2.3706 -0.06 0.01 0.08 0.08
H 3.5108 -3.5108 -0.4794 -0.04 -0.03 0.03 0.07
O -2.1036 1.5992 -0.8580 0.03 -0.03 -0.16 -0.14
H 3.6016 3.4371 -4.1520 0.06 0.01 -0.01 0.09
H 5.2346 2.8320 -4.5145 -0.03 0.02 0.05 0.07
H -0.1778 -4.3462 -3.7924 0.01 -0.04 0.01 0.08
C 2.5161 2.5419 -0.8068 0.00 0.19 -0.04 -0.43
H -1.8013 -4.4615 -0.9069 0.00 -0.02 0.02 0.08
C -1.1799 3.6385 -0.0843 0.04 -0.14 0.07 -0.40
H -3.4434 8.9711 -1.1244 0.00 -0.03 -0.01 0.07
H 2.7763 -7.0323 0.5606 0.02 -0.01 0.00 0.07
C 5.9773 2.2654 -1.9254 -0.01 0.01 0.00 -0.06
H -3.6375 4.9021 -4.1461 0.02 -0.08 -0.02 0.07
C -2.9389 7.4603 1.0680 0.01 -0.03 -0.01 -0.06
H 1.1122 -6.6120 1.0129 0.03 0.00 -0.03 0.06
N 0.3195 -4.9039 -1.8306 0.01 0.19 -0.14 -0.32
O -2.5939 -1.1369 -0.8279 0.35 0.21 -0.11 -0.08
C 2.4169 -1.9195 2.7129 0.02 0.22 0.16 -0.44
H 4.0763 0.3403 -2.1016 -0.04 0.00 -0.01 0.08
H 1.6404 5.2245 1.1690 0.04 -0.05 -0.02 0.09
N 2.2082 -5.0647 0.1002 -0.07 0.35 0.46 -0.28
```
Positions in Å, forces in eV/Å.

Energy above the lowest of the compared OMol25 structures with the same formula, charge and spin: 28.0 kcal per mole
Net charge: -2
Highest occupied orbital energy: -1.544 eV